(1)
A structure of composition C9H21F3IO4P2RuS in a non-equilibrium geometry, computed with wB97M-V/def2-TZVPD.

CARTESIAN COORDINATES (ANGSTROEM)
C 1.005 -0.054 -1.780
I 3.013 -0.236 -1.479
H 0.741 0.723 -2.482
H 0.601 0.236 -0.783
H 0.555 -1.009 -2.038
Ru -1.386 0.481 0.787
P -0.393 2.407 0.548
C -1.541 3.603 1.285
C 1.277 2.773 1.227
H 1.553 3.827 1.081
H 0.338 4.148 -1.030
H 2.034 2.155 0.725
H 0.553 2.524 -1.711
H -1.789 3.282 2.301
H 1.302 2.551 2.298
C -0.115 3.150 -1.113
H -1.110 4.609 1.294
H -1.071 3.245 -1.634
H -2.448 3.600 0.669
P -0.154 -3.129 0.314
C -1.298 -4.415 0.847
C 0.408 -3.501 -1.350
H 2.044 -2.512 1.022
H 1.772 -4.267 1.179
H 1.059 -3.148 2.375
C 1.324 -3.278 1.324
H 1.266 -2.873 -1.613
H 0.714 -4.553 -1.390
H -0.927 -5.412 0.568
H -2.270 -4.232 0.371
H -0.412 -3.337 -2.056
H -1.411 -4.352 1.939
C -2.966 0.769 -0.094
O -3.982 0.863 -0.669
F -1.300 -1.108 5.228
C -0.734 -1.013 4.012
F 0.575 -0.712 4.163
F -0.828 -2.242 3.438
S -1.705 0.379 2.996
O -3.039 -0.250 2.893
O -1.525 1.523 3.894
O -0.848 -1.788 0.424

Cartesian forces, eV/Å:
-1.6 -0.1 0.5
1.2 0.0 -0.2
0.3 0.1 -0.3
0.4 -0.2 -0.5
0.2 0.0 -0.1
1.4 -5.2 0.2
1.5 4.9 -1.0
-0.5 -0.5 0.3
-0.1 -1.2 0.8
-0.5 -0.2 -0.1
-0.2 -0.3 0.3
-0.1 0.1 0.1
-0.1 0.3 0.1
0.0 0.3 -0.1
0.1 0.1 -0.1
-0.6 -0.8 -0.4
0.1 -0.2 0.0
0.1 0.0 -0.1
0.1 0.1 0.2
0.2 -2.1 0.4
0.1 0.2 -0.1
-0.3 0.1 -0.1
0.1 -0.1 0.1
-0.1 0.1 0.0
0.2 -0.1 -0.1
-0.2 0.2 0.0
-0.1 -0.3 0.0
0.0 0.2 0.0
-0.1 0.3 0.1
0.2 -0.1 0.1
0.1 -0.1 0.0
0.0 -0.1 -0.3
-6.7 1.4 -5.3
4.5 -0.4 3.0
0.4 0.8 -1.9
1.0 -2.5 2.5
-1.8 0.2 -0.8
-0.1 1.9 0.0
0.6 0.6 5.9
0.6 0.3 -1.3
-0.1 -1.2 -1.8
-0.5 3.3 0.1

total charge: +3
⟨S²⟩: 6.038
energy above the lowest of the compared OMol25 structures with the same formula, charge and spin: 0.0 kJ/mol
frontier orbital gap (spin up / spin down): 0.2577 / 0.1887 Ha
spin multiplicity: 5
HOMO level (spin up / spin down): -0.717 / -0.745 hartree
molecular weight: 572.2 g/mol

***

(2)
A cluster of 7 separate species, C14H21N7 in total in a non-equilibrium geometry, computed with wB97M-V/def2-TZVPD.

CARTESIAN COORDINATES (ANGSTROEM)
C -3.063 1.341 -2.592
C -1.817 0.991 -1.910
N -0.918 0.636 -1.405
H -3.800 1.588 -1.827
H -3.386 0.489 -3.189
H -2.953 2.239 -3.200
C 2.487 -2.236 3.463
C 2.041 -3.560 3.001
N 1.720 -4.644 2.621
H 3.511 -2.299 3.830
H 1.746 -1.968 4.217
H 2.330 -1.554 2.628
C 2.021 3.804 -1.508
C 1.051 3.062 -0.580
N 0.313 2.543 0.147
H 2.589 2.966 -1.912
H 2.573 4.575 -0.970
H 1.426 4.230 -2.316
C 0.531 0.282 -0.036
C 1.027 -0.028 1.267
N 1.426 -0.255 2.370
H 0.473 -0.595 -0.681
H 1.257 0.999 -0.419
H -0.459 0.737 -0.050
C 0.433 0.277 -3.145
C 0.203 1.604 -3.730
N 0.013 2.596 -4.234
H 0.568 0.257 -2.064
H 1.325 -0.227 -3.517
H -0.378 -0.341 -3.532
C -1.886 -1.373 -0.547
C -1.497 -0.633 0.736
N -1.150 -0.082 1.687
H -2.554 -0.785 -1.177
H -2.377 -2.239 -0.102
H -0.960 -1.634 -1.060
C -0.418 -2.199 3.092
C -1.077 -1.003 3.743
N -1.677 -0.103 4.196
H 0.242 -1.779 2.333
H -1.148 -2.867 2.635
H 0.213 -2.811 3.737

Cartesian forces, eV/Å:
0.1 0.3 0.5
-8.0 4.0 -4.1
0.9 -0.1 -1.0
-0.2 -0.2 -0.1
-0.1 0.1 0.0
0.2 -0.2 -0.1
0.0 -2.0 0.1
-0.1 -4.5 -1.4
1.1 4.3 1.4
-0.1 0.1 0.0
0.7 0.5 0.2
0.9 -0.5 0.6
-1.8 -1.6 0.9
-0.1 1.9 0.2
0.7 3.4 -0.6
0.7 0.5 -0.2
0.1 -0.4 -0.1
0.1 0.0 0.1
4.2 -1.2 1.7
3.0 -0.7 5.0
-1.6 3.4 -5.3
0.6 -0.4 0.9
-0.1 -1.2 -0.5
2.8 0.0 2.3
2.1 -0.9 -2.1
1.2 -2.8 1.3
-0.5 2.4 -1.0
0.2 0.2 -1.5
0.3 0.5 -0.8
-0.1 -0.2 0.6
-0.3 -0.5 2.8
-1.9 -0.8 -0.4
-2.6 -0.2 -1.8
0.0 -0.9 0.6
-0.1 -0.4 -0.6
-0.5 -0.3 -0.1
-0.5 0.6 0.5
-1.2 0.4 1.6
1.6 -2.5 -0.3
-0.5 -0.7 0.3
-0.2 0.2 0.1
-0.9 0.3 0.3

energy above the lowest of the compared OMol25 structures with the same formula, charge and spin: 1028.3 kJ/mol
frontier orbital gap: 0.3473 Ha
spin multiplicity: 1
HOMO level: -0.346 hartree
molecular weight: 287.4 g/mol

***

(3)
A structure of composition C37H36CoN7Si, computed with wB97M-V/def2-TZVPD.

CARTESIAN COORDINATES (ANGSTROEM)
Co -0.187 0.315 -0.429
C 2.129 4.119 -1.313
C 1.309 3.205 -0.669
N 1.065 2.006 -1.194
C 1.678 1.698 -2.341
C 2.450 2.645 -2.999
N 2.677 3.851 -2.491
C 1.523 0.292 -2.819
C 2.280 -0.249 -3.833
C 2.135 -1.597 -4.177
C 1.218 -2.338 -3.429
C 0.487 -1.735 -2.427
N 0.635 -0.441 -2.138
C -0.491 -2.459 -1.568
C -0.862 -3.770 -1.812
N -1.711 -4.429 -1.027
C -2.195 -3.765 0.008
C -1.858 -2.438 0.255
N -1.010 -1.779 -0.532
C 2.934 -2.214 -5.268
C 4.000 -1.544 -5.856
C 4.716 -2.168 -6.866
N 4.446 -3.390 -7.327
C 3.418 -4.022 -6.761
C 2.643 -3.488 -5.743
H 2.336 5.086 -0.872
H 0.842 3.446 0.277
H 2.896 2.432 -3.962
H 2.990 0.375 -4.350
H 1.093 -3.392 -3.613
H -0.477 -4.311 -2.665
H -2.879 -4.285 0.666
H -2.274 -1.918 1.103
H 4.308 -0.556 -5.546
H 5.554 -1.659 -7.327
H 3.198 -5.011 -7.143
H 1.820 -4.076 -5.363
C 1.105 0.014 1.176
Si -0.146 0.508 2.539
C -1.305 1.771 1.744
N -1.786 1.410 0.363
C -3.047 0.574 0.417
C -4.347 1.363 0.251
C -4.270 2.734 0.904
C -3.136 3.544 0.257
C -2.110 2.641 -0.428
C 0.901 1.310 3.816
C 1.629 2.475 3.530
C 2.421 3.072 4.496
C 2.504 2.505 5.764
C 1.799 1.348 6.062
C 1.003 0.750 5.094
C -1.026 -0.986 3.163
C -0.363 -2.217 3.250
C -1.014 -3.343 3.737
C -2.338 -3.253 4.152
C -3.003 -2.034 4.101
C -2.346 -0.909 3.617
H 1.477 -1.011 1.199
H 1.937 0.711 1.073
H -0.730 2.699 1.669
H -2.148 2.005 2.398
H -3.039 0.064 1.378
H -2.988 -0.182 -0.364
H -5.154 0.765 0.673
H -4.577 1.479 -0.810
H -4.104 2.624 1.979
H -5.219 3.256 0.802
H -2.644 4.179 0.994
H -3.533 4.217 -0.506
H -1.195 3.191 -0.612
H -2.474 2.298 -1.399
H 1.576 2.930 2.544
H 2.973 3.974 4.269
H 3.123 2.969 6.520
H 1.866 0.913 7.050
H 0.452 -0.151 5.340
H 0.674 -2.310 2.945
H -0.489 -4.287 3.804
H -2.846 -4.128 4.537
H -4.024 -1.956 4.453
H -2.876 0.039 3.608

Cartesian forces, eV/Å:
-0.1 0.0 -0.2
0.1 0.1 0.0
-0.1 0.0 0.0
0.0 -0.1 0.2
-0.1 -0.4 -0.1
0.1 0.2 0.0
-0.1 -0.2 0.0
0.0 0.3 0.1
0.0 0.0 -0.1
0.1 0.0 -0.1
0.0 -0.1 -0.1
-0.2 -0.1 0.1
-0.1 0.2 0.2
0.2 0.2 -0.2
-0.1 -0.2 0.0
0.1 0.1 -0.1
-0.1 0.0 0.0
0.1 0.0 0.0
0.0 0.0 0.0
-0.1 0.1 0.2
0.1 0.0 0.0
0.1 -0.1 -0.2
-0.3 0.2 0.3
0.1 -0.1 -0.2
0.0 -0.1 -0.1
0.0 0.0 0.0
0.0 0.0 0.0
0.0 0.0 0.0
0.0 0.0 0.0
0.0 0.0 0.0
0.0 0.0 0.0
0.0 0.0 0.0
0.0 0.0 0.1
0.0 0.0 0.0
0.0 0.0 0.0
0.0 0.0 0.0
0.0 0.0 0.0
0.3 -0.1 0.7
0.2 -0.1 -0.3
-0.2 0.1 -0.3
-0.2 0.1 -0.1
0.1 0.1 0.1
0.0 0.0 0.0
0.0 0.0 0.0
0.0 0.0 0.0
0.0 -0.1 0.0
0.2 0.2 0.3
0.0 0.0 0.1
0.0 0.0 0.0
0.0 0.0 0.0
0.0 0.0 0.0
0.0 0.1 0.0
0.0 -0.2 0.1
-0.1 -0.1 0.0
0.0 0.1 0.0
0.0 0.0 0.0
0.0 0.0 0.0
0.0 -0.1 0.0
-0.1 0.0 -0.1
0.0 0.0 -0.1
0.0 0.0 0.0
0.0 0.0 0.0
0.0 0.0 0.0
0.0 0.0 -0.1
0.0 0.0 0.0
0.0 0.0 0.0
0.0 0.0 0.0
0.0 0.0 0.0
0.0 0.0 0.0
0.0 0.0 0.0
0.1 0.1 0.0
0.0 0.0 0.0
0.0 0.0 0.0
0.0 0.0 0.0
0.0 0.0 0.0
0.0 0.0 0.0
0.0 0.0 0.0
0.0 0.0 0.0
0.0 0.0 0.0
0.0 0.0 0.0
0.0 0.0 0.0
0.0 0.0 0.0

total charge: +2
⟨S²⟩: 6.011
frontier orbital gap (spin up / spin down): 0.2713 / 0.2376 Ha
spin multiplicity: 5
HOMO level (spin up / spin down): -0.516 / -0.518 hartree
molecular weight: 665.8 g/mol

***

(4)
A cluster of 2 separate species, C3H4N2S2 in total in a non-equilibrium geometry, computed with wB97M-V/def2-TZVPD.

CARTESIAN COORDINATES (ANGSTROEM)
C -0.981 -1.488 0.787
C -0.331 -1.857 -0.391
C 0.596 -0.128 0.411
N -0.440 -0.347 1.226
N 0.707 -0.991 -0.590
S -0.170 3.046 -0.539
S 1.459 3.020 0.644
H -1.861 -1.836 1.363
H -0.396 -2.726 -1.010
H 1.468 -1.068 -1.130
H -0.052 4.376 -0.769

Cartesian forces, eV/Å:
-0.7 -0.7 -1.3
-1.0 -1.9 0.6
-1.7 0.9 2.5
3.2 2.1 -0.7
-3.3 0.7 2.8
1.0 0.6 0.6
-0.6 -0.3 -0.4
0.7 -0.3 -1.0
-0.3 -0.3 -0.1
3.0 -0.5 -2.6
-0.4 -0.3 -0.3

energy above the lowest of the compared OMol25 structures with the same formula, charge and spin: 413.7 kJ/mol
frontier orbital gap (spin up / spin down): 0.2568 / 0.2869 Ha
spin multiplicity: 1
HOMO level (spin up / spin down): -0.323 / -0.317 hartree
molecular weight: 132.2 g/mol

***

What is the spin multiplicity in the third record?
5

***

Among the records above, which one has the lowest molecular weight?
C3H4N2S2

***

Which value of molecular weight does entry 1 give?
572.2 g/mol